(i)
Entry from OMol25: a molecular structure, CH3IN4 (ωB97M-V/def2-TZVPD).

```
9
Properties=species:S:1:pos:R:3:mulliken_charge:R:1
C 0.664 0.582 -0.398 -0.22
N -0.050 1.247 0.695 -0.19
N -0.980 0.544 1.136 -0.30
N -0.296 -0.603 -0.671 -0.40
N -1.085 -0.560 0.471 0.11
I 2.576 -0.032 0.142 0.09
H 0.676 1.524 -1.351 0.30
H 0.335 -1.373 -0.546 0.33
H -1.841 -1.330 0.523 0.28
```

Output
Total charge: 0
LUMO level, eV: 0.2
Orbital gap, eV: 8.96


(ii)
Entry from OMol25: 2 unconnected molecules or ions with the total composition CH3IN4 (ωB97M-V/def2-TZVPD).

```
9
Properties=species:S:1:pos:R:3:mulliken_charge:R:1
C -1.196 1.058 -0.740 -0.14
N 0.477 -1.058 -0.865 -0.43
N 1.251 -1.177 -0.053 0.94
N -0.363 1.642 -0.074 -0.49
N 2.157 -1.317 0.713 -0.78
I -2.934 0.167 0.304 -0.09
H -1.388 0.906 -1.722 0.42
H -0.205 1.677 0.907 0.29
H 2.201 -1.898 1.529 0.27
```

Output
Total charge: 0
LUMO level, eV: 0.5
Orbital gap, eV: 9.84


Q: What are the energies relative to the best structure? A: (i) 14.2; (ii) 0.0, in kcal/mol.


(i)
Entry from OMol25: a molecular structure, C21H14BrLiN6O7S (ωB97M-V/def2-TZVPD).

```
51
Properties=species:S:1:pos:R:3:mulliken_charge:R:1
Li 1.208 -0.190 -0.064 1.28
O 0.913 6.795 -0.718 -0.48
C 0.637 5.480 -0.949 0.62
O -0.449 5.148 -1.316 -0.52
C 1.771 4.552 -0.751 0.26
C 3.103 4.765 -1.026 -0.44
N 3.734 3.609 -0.765 -0.26
N 2.894 2.649 -0.333 0.06
C 1.694 3.207 -0.322 -0.07
C 0.520 2.415 0.231 0.45
O -0.047 2.874 1.214 -0.67
O 0.321 1.313 -0.365 -0.75
H 1.760 6.865 -0.262 0.32
H 3.624 5.620 -1.425 0.49
H 4.708 3.387 -0.866 0.14
Br -0.392 -0.163 2.934 -0.08
C 1.389 0.434 2.878 0.15
C 1.917 1.135 3.954 -0.55
C 3.240 1.528 3.884 -0.40
C 3.985 1.220 2.755 -0.82
C 3.351 0.534 1.738 0.59
N 2.078 0.133 1.794 -0.19
C 4.108 0.208 0.488 0.58
O 5.257 0.480 0.302 -0.59
O 3.338 -0.410 -0.464 -0.31
H 1.299 1.360 4.809 0.42
H 3.687 2.076 4.702 0.43
H 5.017 1.515 2.645 0.48
O 3.455 -2.061 -1.898 -0.14
N 4.071 -1.635 -1.049 0.21
S -3.217 -4.873 -1.110 -0.28
C -1.993 -3.634 -0.832 0.72
C -0.837 -4.017 -0.162 -0.83
C 0.167 -3.080 0.009 -0.44
N 0.082 -1.827 -0.427 -0.42
C -1.041 -1.460 -1.055 -0.54
C -2.093 -2.325 -1.291 -0.50
C -4.715 -3.945 -1.302 0.36
C -5.135 -3.010 -0.363 -0.19
C -6.355 -2.388 -0.566 -0.32
N -7.161 -2.648 -1.595 -0.58
C -6.748 -3.553 -2.473 -0.33
C -5.535 -4.223 -2.383 -0.32
H -0.729 -5.018 0.230 0.41
H 1.074 -3.347 0.540 0.46
H -1.086 -0.420 -1.359 0.48
H -2.969 -1.975 -1.817 0.49
H -4.535 -2.770 0.503 0.47
H -6.711 -1.646 0.140 0.37
H -7.416 -3.751 -3.304 0.36
H -5.238 -4.936 -3.139 0.39
```

Output
Total charge: 0
LUMO level, eV: -1.1
Orbital gap, eV: 7.48


(ii)
Entry from OMol25: a molecular structure, C21H14BrLiN6O7S (ωB97M-V/def2-TZVPD).

```
51
Properties=species:S:1:pos:R:3:mulliken_charge:R:1
Li -1.315 -0.791 -0.908 1.24
O -0.433 0.325 4.000 -0.57
C -1.674 -0.021 4.272 0.33
O -2.332 0.537 5.123 -0.65
C -2.282 -1.116 3.464 0.90
C -3.549 -1.586 3.721 -1.08
N -3.837 -2.469 2.754 0.08
N -2.848 -2.607 1.862 -0.61
C -1.886 -1.799 2.283 0.48
C -0.634 -1.637 1.457 0.70
O 0.318 -1.020 1.976 -0.82
O -0.670 -2.089 0.284 -0.81
H -0.060 -0.229 3.235 0.47
H -4.234 -1.330 4.512 0.53
H -4.693 -2.978 2.618 0.21
Br -0.042 2.164 0.542 -0.07
C -1.801 1.616 0.962 0.12
C -2.469 2.243 2.007 -0.53
C -3.766 1.848 2.267 -0.37
C -4.340 0.849 1.491 -0.58
C -3.570 0.262 0.509 0.73
N -2.315 0.642 0.238 -0.33
C -4.109 -0.925 -0.251 0.31
O -5.221 -1.352 -0.059 -0.64
O -3.229 -1.472 -1.087 -0.58
H -1.970 2.994 2.600 0.44
H -4.313 2.300 3.083 0.43
H -5.348 0.496 1.654 0.51
O -2.425 -3.657 -1.315 -0.08
N -3.299 -3.201 -0.821 0.49
S 3.813 1.652 -4.074 -0.22
C 2.425 0.900 -3.290 1.17
C 1.172 1.152 -3.850 -0.84
C 0.060 0.583 -3.269 -0.48
N 0.112 -0.204 -2.191 -0.50
C 1.315 -0.444 -1.662 -0.72
C 2.491 0.078 -2.174 -0.43
C 5.137 1.222 -2.970 0.00
C 5.364 1.956 -1.814 -0.03
C 6.424 1.586 -0.999 -0.33
N 7.243 0.573 -1.271 -0.60
C 7.020 -0.115 -2.386 -0.33
C 5.983 0.165 -3.267 -0.03
H 1.066 1.789 -4.718 0.40
H -0.925 0.774 -3.679 0.43
H 1.325 -1.073 -0.778 0.37
H 3.429 -0.156 -1.692 0.36
H 4.729 2.791 -1.552 0.42
H 6.625 2.134 -0.085 0.37
H 7.700 -0.934 -2.589 0.36
H 5.838 -0.427 -4.160 0.40
```

Output
Total charge: 0
LUMO level, eV: -1.2
Orbital gap, eV: 8.16


Q: What are the energies relative to the best structure? A: (i) 29.1; (ii) 0.0, in kcal/mol.


(i)
Entry from OMol25: a molecular structure, H3NO2S2 (ωB97M-V/def2-TZVPD).

```
8
Properties=species:S:1:pos:R:3:mulliken_charge:R:1
N -1.188 -0.126 -0.172 -0.28
O 0.760 0.884 0.898 -0.48
O -0.680 -1.395 -0.419 -0.55
S 2.777 0.090 -0.974 -0.07
S 1.974 -0.097 0.764 0.44
H -1.972 -0.181 0.452 0.27
H -1.397 0.314 -1.003 0.25
H -0.274 0.512 0.453 0.42
```

Output
Total charge: 0
LUMO level (spin up / spin down), eV: -2.6 / -2.6
Orbital gap (spin up / spin down), eV: 5.77 / 5.76


(ii)
Entry from OMol25: H3NO2S2 in the gas phase (ωB97M-V/def2-TZVPD).

```
8
Properties=species:S:1:pos:R:3:mulliken_charge:R:1
N -0.945 0.850 -0.589 -0.34
O 0.793 1.658 1.026 -0.51
O 1.529 -0.119 -0.739 -0.45
S 2.933 -0.165 -0.016 -0.02
S 0.453 1.640 -0.386 0.68
H -1.492 1.080 -1.358 0.25
H -1.464 0.278 0.094 0.25
H 2.289 0.097 1.104 0.13
```

Output
Total charge: 0
LUMO level (spin up / spin down), eV: -0.3 / -0.3
Orbital gap (spin up / spin down), eV: 7.60 / 7.59


Q: What are the energies relative to the best structure? A: (i) 36.5; (ii) 0.0, in kcal/mol.